Entry from the Open Molecules 2025 dataset: a cluster of 9 separate species, C65H50ClF11O2S in total in a non-equilibrium geometry (wB97M-V/def2-TZVPD).

Cartesian coordinates (Å):
C 0.74 -3.05 2.21
C 0.90 -1.89 2.46
C 0.99 -0.48 2.85
C -0.41 0.10 2.86
C -1.34 -0.34 3.72
C -2.73 0.17 3.73
O -3.51 -0.36 4.50
C -3.09 1.27 2.78
C -2.11 1.72 1.89
C -2.37 2.69 0.96
C -3.61 3.29 0.88
S -3.97 4.53 -0.35
C -4.60 2.86 1.77
Cl -6.17 3.60 1.69
C -4.36 1.85 2.71
C -5.50 1.42 3.61
C -6.38 0.40 2.83
C -7.85 0.70 2.93
F -8.32 1.43 3.95
C -8.70 0.29 2.01
F -10.01 0.50 2.10
F -8.36 -0.39 0.93
C -0.72 1.15 1.87
O 0.09 1.53 1.06
H 0.30 -3.98 1.95
H 1.46 -0.37 3.82
H 1.59 0.03 2.10
H -1.08 -1.10 4.44
H -1.61 3.03 0.26
H -3.68 5.66 0.32
H -5.18 1.02 4.57
H -6.11 2.29 3.83
H -6.13 0.50 1.77
H -6.13 -0.62 3.11
F -0.82 -2.03 -4.21
C -0.13 -0.97 -3.74
C -0.39 -0.51 -2.46
C 0.32 0.58 -1.98
C 1.28 1.20 -2.77
C 1.52 0.73 -4.05
C 0.82 -0.37 -4.54
H -1.15 -1.00 -1.86
H 0.13 0.95 -0.98
H 1.83 2.05 -2.39
H 2.26 1.21 -4.68
H 1.00 -0.75 -5.53
F 1.73 1.08 -7.72
C 0.79 0.74 -8.62
C -0.33 1.54 -8.75
C -1.30 1.19 -9.68
C -1.15 0.04 -10.45
C -0.02 -0.76 -10.29
C 0.96 -0.41 -9.37
H -0.43 2.43 -8.14
H -2.17 1.82 -9.81
H -1.91 -0.23 -11.17
H 0.09 -1.65 -10.88
H 1.84 -1.01 -9.24
F -2.74 -0.04 -13.02
C -3.17 1.06 -13.69
C -4.08 0.91 -14.71
C -4.52 2.04 -15.39
C -4.02 3.29 -15.05
C -3.10 3.42 -14.02
C -2.67 2.29 -13.33
H -4.45 -0.08 -14.96
H -5.24 1.94 -16.19
H -4.36 4.17 -15.58
H -2.71 4.39 -13.75
H -1.95 2.37 -12.52
F 2.17 -2.46 5.37
C 3.14 -3.40 5.40
C 2.80 -4.71 5.66
C 3.80 -5.67 5.69
C 5.12 -5.31 5.48
C 5.44 -3.98 5.22
C 4.45 -3.02 5.18
H 1.76 -4.97 5.83
H 3.54 -6.71 5.88
H 5.90 -6.06 5.50
H 6.47 -3.70 5.06
H 4.68 -1.99 4.98
F 1.69 4.85 2.71
C 2.77 4.06 2.80
C 3.89 4.53 3.47
C 5.00 3.70 3.56
C 4.99 2.44 2.99
C 3.85 1.99 2.33
C 2.73 2.80 2.23
H 3.88 5.52 3.90
H 5.88 4.05 4.09
H 5.86 1.80 3.06
H 3.84 1.01 1.87
H 1.83 2.47 1.72
F -5.70 1.06 6.39
C -5.03 1.34 7.53
C -5.61 2.17 8.46
C -4.91 2.45 9.63
C -3.66 1.91 9.84
C -3.09 1.08 8.89
C -3.78 0.78 7.72
H -6.59 2.59 8.27
H -5.36 3.10 10.37
H -3.12 2.13 10.75
H -2.11 0.65 9.05
H -3.36 0.13 6.96
F 6.24 -0.73 5.87
C 6.43 -0.71 7.21
C 7.12 -1.75 7.80
C 7.31 -1.72 9.18
C 6.81 -0.67 9.93
C 6.11 0.36 9.31
C 5.92 0.34 7.94
H 7.50 -2.56 7.20
H 7.86 -2.52 9.66
H 6.96 -0.66 11.00
H 5.72 1.18 9.90
H 5.39 1.14 7.44
F 5.26 -3.86 -5.39
C 4.03 -4.41 -5.32
C 2.95 -3.60 -5.02
C 1.69 -4.16 -4.95
C 1.52 -5.52 -5.17
C 2.62 -6.32 -5.46
C 3.88 -5.76 -5.54
H 3.11 -2.54 -4.85
H 0.83 -3.54 -4.73
H 0.53 -5.96 -5.11
H 2.49 -7.38 -5.63
H 4.75 -6.36 -5.78

Values from the calculation:
Maximum force ... 1.1 eV Å⁻¹
SMILES ... C#CCC1=CC(=O)c2c(cc(S)c(Cl)c2CCC(F)=C(F)F)C1=O.Fc1ccccc1.Fc1ccccc1.Fc1ccccc1.Fc1ccccc1.Fc1ccccc1.Fc1ccccc1.Fc1ccccc1.Fc1ccccc1
LUMO ... -1.7 eV
DFT total energy ... -4614.1521 Eh